# 1
Formula: ClH6Na5O7
Source: the Open Molecules 2025 dataset
Level of theory: the ωB97M-V functional and the def2-TZVPD basis

Atoms and positions in Å:
Na (6.256, 4.012, 3.211)
Na (5.271, -2.584, -1.978)
Na (-2.214, 0.111, 7.074)
Na (-4.904, 2.682, -1.478)
Na (0.499, 5.692, -2.292)
Cl (0.994, 0.710, 1.198)
O (0.431, 0.163, 2.418)
O (2.150, 1.511, 1.526)
O (1.524, -0.366, 0.436)
O (0.043, 1.440, 0.427)
O (1.285, -5.604, 3.169)
H (1.447, -5.517, 2.229)
H (0.656, -4.910, 3.369)
O (-1.559, 3.070, -4.857)
H (-0.942, 2.402, -5.156)
H (-1.892, 3.467, -5.662)
O (-3.177, -2.042, -1.562)
H (-3.515, -2.561, -0.832)
H (-2.354, -1.678, -1.238)

Atoms 1-6, force components in eV/Å:
0.1 0.0 0.1
0.0 -0.2 0.0
0.0 -0.1 0.1
-0.2 -0.2 -0.1
0.0 0.0 -0.1
2.0 -1.5 1.5

The total charge is +4. As for the LUMO energy: -10.210 eV. For the max |F|, the calculation gives 2.90 eV/Å. The highest occupied orbital energy is -16.494 eV.

# 2
Formula: ClHIOPS
Source: the Open Molecules 2025 dataset
Level of theory: the ωB97M-V functional and the def2-TZVPD basis

Atoms and positions in Å:
O (-0.118, -0.768, -1.066)
P (0.386, -0.005, 0.243)
S (1.540, 1.519, -0.127)
Cl (-2.120, 0.930, 0.601)
I (0.690, -1.538, 2.046)
H (-0.378, -0.139, -1.697)

Atomic forces in eV per Å
1.1 -2.1 2.6
-1.6 2.6 -0.9
-0.9 -1.5 0.8
2.4 -0.9 -0.1
-0.2 0.3 -0.6
-0.8 1.6 -1.8

As for the LUMO energy: -2.240 eV. For the max |F|, the calculation gives 3.48 eV/Å. For the energy relative to the best compared isomer or geometry (same formula, charge and spin), the calculation gives 157.12 kJ/mol. The highest occupied orbital energy is -9.897 eV.

# 3
Formula: ClHN2O
Source: the Open Molecules 2025 dataset
Level of theory: the ωB97M-V functional and the def2-TZVPD basis

Atoms and positions in Å:
O (-1.438, -0.882, 0.063)
N (-0.487, -0.112, -0.024)
N (0.672, -0.535, -0.013)
Cl (1.844, 0.605, 0.030)
H (-0.591, 0.924, -0.055)

Atomic forces in eV per Å
-0.6 0.7 -0.3
-0.7 0.2 0.4
0.8 -2.4 0.0
1.1 1.6 -0.1
-0.5 -0.1 0.0

The structure (SMILES) is [O-]/[NH+]=N/Cl. As for the LUMO energy: 0.145 eV. For the max |F|, the calculation gives 2.50 eV/Å. For the energy relative to the best compared isomer or geometry (same formula, charge and spin), the calculation gives 280.25 kJ/mol. The highest occupied orbital energy is -10.073 eV.

# 4
Formula: ClHNO2S
Source: the Open Molecules 2025 dataset
Level of theory: the ωB97M-V functional and the def2-TZVPD basis

Atoms and positions in Å:
N (-0.492, 0.229, -1.234)
O (-0.821, -1.523, 0.428)
O (-0.466, 1.405, 1.866)
S (-0.300, -0.212, 0.199)
Cl (1.846, -0.706, 0.302)
H (0.234, 0.808, -1.560)

Atomic forces in eV per Å
-1.1 -0.7 0.0
-1.3 -0.7 0.8
0.1 -1.8 -1.8
0.7 1.7 1.1
0.7 0.2 0.2
0.8 1.2 -0.3

The total charge is -1. As for the LUMO energy (alpha / beta): 3.125 / 2.780 eV. For the max |F|, the calculation gives 2.57 eV/Å. For the energy relative to the best compared isomer or geometry (same formula, charge and spin), the calculation gives 453.84 kJ/mol. The highest occupied orbital energy (alpha / beta) is -4.709 / -4.719 eV.

- Look up the max |F| of the first one.
  2.90 eV/Å

- Which of these has the highest max |F|?
  ClHIOPS

- What is the max |F| in the first record?
  2.90 eV/Å

- max |F| of number 2 (ClHIOPS)?
  3.48 eV/Å